The molecule C4H10O2S2 at a distorted geometry, computed with the ωB97M-V functional and the def2-TZVPD basis.

The geometry in ORCA input format:
```
! RIJCOSX wB97M-V def2-TZVPD def2/J DEFGRID3
* xyz 0 1
C -1.36 1.62 0.52
C 0.20 -0.57 -1.57
C -1.07 0.12 0.86
C 0.42 -0.36 -0.01
O 1.39 -1.18 -2.08
O -1.04 -0.08 2.19
S 1.68 0.99 0.32
S 0.93 -1.94 0.83
H -1.62 2.10 1.50
H -0.53 2.14 -0.07
H -2.39 1.66 0.00
H 0.14 0.49 -2.03
H -0.66 -1.17 -1.74
H -1.74 -0.58 0.37
H 2.09 -0.62 -2.24
H -1.23 -0.97 2.48
H 2.76 0.20 0.60
H 2.02 -1.86 0.07
*
```

The calculation puts the HOMO energy at -8.96 eV. As for the SMILES: C[C@H](O)C(S)(S)CO. Its orbital gap is 0.350 hartree. For the relative energy (zero: lowest compared OMol25 entry of this formula, charge and spin), the calculation gives 239.24 kJ/mol.


A cluster of 2 separate species, C4H9NO2 in total at a distorted geometry, computed with the ωB97M-V functional and the def2-TZVPD basis.

The geometry in ORCA input format:
```
! RIJCOSX wB97M-V def2-TZVPD def2/J DEFGRID3
* xyz 0 1
C 1.17 0.52 -1.19
O 2.20 0.09 -0.50
C -0.08 -0.33 -0.74
C -0.11 -0.40 0.82
C -1.14 0.42 0.07
N -2.46 -0.32 -0.30
O -1.27 1.64 0.29
H 1.34 0.36 -2.28
H 0.82 1.58 -1.04
H 2.37 -0.42 2.37
H -0.20 -1.34 -1.17
H 3.07 -0.40 2.12
H 0.59 0.23 1.36
H -0.53 -1.21 1.39
H -3.28 0.06 0.13
H -2.49 -0.48 -1.31
*
```

The calculation puts the HOMO energy at -9.07 eV. Its orbital gap is 0.202 hartree. For the relative energy (zero: lowest compared OMol25 entry of this formula, charge and spin), the calculation gives 876.25 kJ/mol.


The molecule C4H5N at a distorted geometry, computed with the ωB97M-V functional and the def2-TZVPD basis.

The geometry in ORCA input format:
```
! RIJCOSX wB97M-V def2-TZVPD def2/J DEFGRID3
* xyz 0 1
C -1.42 -0.63 -0.24
C -0.44 -0.24 0.48
C 0.62 0.71 0.02
C 1.96 0.11 -0.15
H -1.52 -0.14 -1.19
H -2.43 -1.00 -0.17
H -0.10 -0.85 1.28
H 0.44 1.53 0.74
H 0.09 1.35 -0.71
N 2.80 -0.84 -0.07
*
```

The calculation puts the HOMO energy at -10.49 eV. As for the SMILES: C=CCC#N. Its orbital gap is 0.413 hartree. For the relative energy (zero: lowest compared OMol25 entry of this formula, charge and spin), the calculation gives 298.43 kJ/mol.


A cluster of 10 separate species, C25H53ClIN12O22 in total at a distorted geometry, computed with the ωB97M-V functional and the def2-TZVPD basis.

The geometry in ORCA input format:
```
! RIJCOSX wB97M-V def2-TZVPD def2/J DEFGRID3
* xyz 1 1
C 5.93 -1.09 0.33
C 5.13 -2.10 -0.44
O 4.69 -3.12 0.05
O 4.95 -1.82 -1.75
C 3.62 -2.00 -2.27
C 3.27 -0.83 -3.19
C 2.29 0.25 -2.67
C 0.86 -0.16 -3.08
C 0.42 -1.45 -2.41
O 0.32 -1.59 -1.23
I 0.02 -3.11 -3.72
C 2.44 0.57 -1.15
C 2.65 2.06 -0.81
C 1.38 2.90 -0.72
C 0.30 2.40 0.27
C -0.80 1.54 -0.35
Cl 0.99 1.61 1.72
N 3.71 2.63 -1.70
C 3.95 4.08 -1.57
C 3.70 2.12 -2.95
N 4.75 2.11 -3.73
C 6.11 2.53 -3.38
C 6.69 1.70 -2.24
O 7.68 1.04 -2.42
N 2.55 1.50 -3.46
H 5.45 -0.11 0.30
H 5.98 -1.41 1.37
H 6.93 -0.98 -0.09
H 3.59 -2.92 -2.84
H 2.92 -2.12 -1.44
H 4.22 -0.40 -3.51
H 2.82 -1.25 -4.09
H 0.12 0.63 -2.90
H 0.88 -0.32 -4.16
H 3.29 0.03 -0.73
H 1.57 0.20 -0.62
H 3.10 2.05 0.19
H 0.88 3.00 -1.69
H 1.61 3.92 -0.41
H -0.19 3.30 0.64
H -0.54 0.49 -0.37
H -1.75 1.69 0.16
H -0.95 1.89 -1.38
H 3.31 4.66 -2.24
H 3.71 4.38 -0.55
H 5.00 4.33 -1.72
H 4.60 1.73 -4.66
H 6.75 2.32 -4.24
H 6.17 3.60 -3.19
H 6.19 1.70 -1.26
H 1.76 2.13 -3.34
C -3.51 4.72 -3.14
N -2.50 3.70 -2.76
O -1.50 4.08 -2.16
O -2.71 2.55 -3.06
H -3.18 5.69 -2.80
H -3.61 4.68 -4.22
H -4.45 4.44 -2.67
C -8.39 5.50 -1.63
N -7.03 5.41 -2.21
O -6.07 5.56 -1.48
O -6.95 5.19 -3.40
H -8.30 5.70 -0.57
H -8.91 6.31 -2.13
H -8.89 4.55 -1.81
C 0.11 -3.16 1.63
N -1.01 -4.12 1.87
O -0.73 -5.29 1.99
O -2.13 -3.65 1.93
H 1.04 -3.72 1.61
H -0.09 -2.67 0.68
H 0.10 -2.45 2.45
C 7.24 -4.75 1.32
N 8.16 -4.75 2.49
O 9.10 -5.51 2.48
O 7.89 -3.97 3.38
H 7.58 -5.49 0.60
H 6.24 -5.00 1.69
H 7.25 -3.75 0.90
C -10.19 3.23 -5.20
N -11.12 3.81 -4.19
O -10.69 3.96 -3.06
O -12.23 4.10 -4.56
H -9.24 3.03 -4.71
H -10.65 2.32 -5.57
H -10.09 3.97 -6.00
C -10.72 0.94 -0.44
N -9.58 1.29 -1.33
O -8.57 1.73 -0.81
O -9.74 1.14 -2.52
H -10.43 1.13 0.59
H -11.56 1.55 -0.74
H -10.93 -0.11 -0.60
C 4.49 -3.26 4.93
N 3.03 -3.03 5.10
O 2.30 -3.28 4.17
O 2.67 -2.61 6.18
H 4.66 -3.64 3.93
H 5.00 -2.31 5.09
H 4.80 -3.98 5.68
C 1.30 -2.22 9.22
N 2.04 -1.62 10.37
O 3.24 -1.54 10.28
O 1.37 -1.25 11.31
H 2.02 -2.50 8.46
H 0.77 -3.09 9.60
H 0.60 -1.48 8.85
C -2.91 -6.64 4.17
N -3.56 -7.90 4.63
O -4.76 -7.88 4.82
O -2.84 -8.86 4.78
H -3.67 -5.88 4.08
H -2.16 -6.38 4.91
H -2.44 -6.84 3.21
*
```

The calculation puts the HOMO energy at -11.81 eV. Its orbital gap is 0.296 hartree.


A cluster of 2 separate species, C9H17N3O in total at a distorted geometry, computed with the ωB97M-V functional and the def2-TZVPD basis.

The geometry in ORCA input format:
```
! RIJCOSX wB97M-V def2-TZVPD def2/J DEFGRID3
* xyz 0 1
C 1.79 0.51 1.22
C 1.26 1.25 2.44
C 3.45 1.91 0.19
C -0.10 1.12 -0.76
C 1.23 1.82 -0.84
O 1.58 2.56 -1.73
N 2.04 1.64 0.28
H 2.74 0.01 1.45
H 1.27 -0.38 0.86
H 2.11 1.73 2.98
H 1.16 0.63 3.36
H 4.10 1.25 0.79
H -0.44 0.84 0.23
H 0.35 1.83 2.30
H 3.92 1.86 -0.78
H 3.83 2.75 0.82
H -0.90 1.73 -1.19
H -0.02 0.15 -1.26
C -3.59 -2.35 -2.30
C -2.29 -1.01 0.71
C -2.80 -1.99 -1.08
C -1.47 -2.25 -0.97
N -3.31 -1.23 -0.07
N -1.15 -1.57 0.24
H -2.21 -0.48 1.65
H -0.40 -1.84 0.86
H -0.68 -2.79 -1.46
H -4.56 -1.90 -2.49
H -3.86 -3.43 -2.20
H -3.06 -2.37 -3.25
*
```

The calculation puts the HOMO energy at -8.89 eV. As for the SMILES: CCN(C)C(C)=O.Cc1c[nH]cn1. Its orbital gap is 0.344 hartree. For the relative energy (zero: lowest compared OMol25 entry of this formula, charge and spin), the calculation gives 153.63 kJ/mol.


A cluster of 2 separate species, C23H24Cl3N6O5 in total at a distorted geometry, computed with the ωB97M-V functional and the def2-TZVPD basis.

The geometry in ORCA input format:
```
! RIJCOSX wB97M-V def2-TZVPD def2/J DEFGRID3
* xyz 1 1
O -1.21 0.39 -2.42
O -5.43 2.18 -3.57
O 1.15 -5.50 2.77
O 3.52 -1.80 4.67
Cl -8.16 6.31 -8.20
Cl -7.78 1.83 -5.22
Cl -4.83 5.65 -0.10
O 0.97 -0.19 -1.05
C -1.10 1.07 -1.40
C -5.50 3.40 -3.60
C 2.33 -5.42 3.06
C 4.30 -2.74 4.78
C 3.31 -1.87 1.52
C 4.53 -2.49 1.54
C 4.46 -1.17 -0.24
C -6.48 6.11 -6.06
C -7.80 4.16 -6.55
C -2.87 3.86 0.47
C -2.01 2.80 0.19
C -5.88 5.43 -5.00
C -2.99 2.60 -2.00
C -7.44 5.47 -6.85
C -7.21 3.47 -5.49
C -3.79 4.30 -0.48
C -2.04 2.16 -1.06
C -6.22 4.10 -4.69
C -3.87 3.65 -1.72
N 0.02 0.80 -0.63
N 3.28 -1.06 0.40
N -4.80 4.13 -2.66
N 5.24 -2.71 5.73
N 2.83 -4.25 3.44
N 5.24 -2.03 0.44
C 3.22 -6.65 2.98
C 6.26 -3.72 6.03
C 5.04 -3.57 2.49
C 4.23 -3.90 3.77
H 0.59 -0.61 -1.86
H 2.50 -2.01 2.23
H 4.72 -0.67 -1.17
H -6.20 7.13 -6.30
H -8.55 3.67 -7.16
H -2.84 4.35 1.44
H -1.32 2.48 0.97
H -5.11 5.96 -4.44
H -3.03 2.11 -2.97
H 0.22 1.41 0.15
H 2.46 -0.55 0.06
H -5.15 5.07 -2.51
H 5.20 -1.90 6.33
H 2.14 -3.54 3.59
H 6.17 -2.33 0.17
H 4.00 -6.51 2.24
H 2.60 -7.50 2.69
H 3.65 -6.85 3.96
H 5.79 -4.64 6.40
H 6.85 -3.95 5.14
H 6.93 -3.35 6.80
H 5.13 -4.49 1.91
H 6.05 -3.30 2.80
H 4.69 -4.76 4.25
*
```

The calculation puts the HOMO energy at -10.66 eV. Its orbital gap is 0.291 hartree.


A cluster of 2 separate species, C4H5N in total at a distorted geometry, computed with the ωB97M-V functional and the def2-TZVPD basis.

The geometry in ORCA input format:
```
! RIJCOSX wB97M-V def2-TZVPD def2/J DEFGRID3
* xyz 0 1
C 2.83 -0.41 0.25
C 2.47 0.38 -0.61
C -1.65 0.55 0.33
C -1.02 -0.11 -0.60
N -2.34 1.26 1.06
H 3.13 -1.13 0.95
H 2.02 1.10 -1.24
H 0.01 0.35 -0.94
H -1.39 -0.98 -1.16
H -2.20 1.20 2.11
*
```

The calculation puts the HOMO energy at -9.05 eV. As for the SMILES: C=C=N.C#C. Its orbital gap is 0.368 hartree. For the relative energy (zero: lowest compared OMol25 entry of this formula, charge and spin), the calculation gives 370.25 kJ/mol.


The molecule C9H13N5 at a distorted geometry, computed with the ωB97M-V functional and the def2-TZVPD basis.

The geometry in ORCA input format:
```
! RIJCOSX wB97M-V def2-TZVPD def2/J DEFGRID3
* xyz 0 1
N 1.70 -1.14 -1.30
N 1.73 -2.22 -1.97
N -0.24 -2.14 -0.86
C 0.49 -1.09 -0.64
C -0.83 -4.82 -1.74
C 0.26 -4.12 -2.15
C 0.06 0.05 0.18
C -1.23 0.10 0.73
N 0.54 -2.85 -1.69
N 0.47 2.28 1.24
C 1.40 3.43 1.29
C 0.96 1.24 0.33
C -1.78 1.33 1.41
C -0.97 2.60 1.11
H -1.06 -5.79 -2.14
H -1.56 -4.34 -1.11
H 1.02 -4.60 -2.78
H -1.87 -0.77 0.65
H 2.40 3.10 1.61
H 1.42 3.95 0.33
H 1.08 4.16 2.03
H 1.11 1.68 -0.68
H 1.94 0.91 0.75
H -2.81 1.52 1.00
H -1.84 1.16 2.49
H -1.25 3.39 1.82
H -1.15 2.98 0.09
*
```

The calculation puts the HOMO energy at -8.37 eV. As for the SMILES: C=Cn1nnc(C2=CCCN(C)C2)n1. Its orbital gap is 0.314 hartree. For the relative energy (zero: lowest compared OMol25 entry of this formula, charge and spin), the calculation gives 222.65 kJ/mol.


The ion C6H9N with charge +1 at a distorted geometry, computed with the ωB97M-V functional and the def2-TZVPD basis.

The geometry in ORCA input format:
```
! RIJCOSX wB97M-V def2-TZVPD def2/J DEFGRID3
* xyz 1 2
C 1.58 1.26 0.41
C 0.66 -0.03 0.39
C 0.44 -0.95 1.45
N -0.85 -1.44 1.37
C -1.40 -1.11 0.15
C -0.44 -0.34 -0.60
C -0.59 0.38 -1.97
H 2.06 1.34 -0.54
H 0.90 2.14 0.69
H 2.37 1.19 1.21
H 1.14 -1.09 2.34
H -1.30 -1.79 2.25
H -2.45 -1.48 -0.08
H 0.09 -0.05 -2.73
H -0.50 1.54 -2.04
H -1.71 0.43 -2.29
*
```

The calculation puts the HOMO energy (spin up / spin down) at -14.20 / -13.99 eV. Its orbital gap (spin up / spin down) is 0.390 / 0.243 hartree. For the relative energy (zero: lowest compared OMol25 entry of this formula, charge and spin), the calculation gives 184.21 kJ/mol. Its expectation value of S² is 0.765.


A cluster of 10 separate species, C42H56N8O6 in total at a distorted geometry, computed with the ωB97M-V functional and the def2-TZVPD basis.

The geometry in ORCA input format:
```
! RIJCOSX wB97M-V def2-TZVPD def2/J DEFGRID3
* xyz 0 1
N -2.05 -0.39 4.62
C -1.56 -1.45 5.24
C -0.31 -1.49 5.83
C 0.46 -0.35 5.78
C -0.05 0.77 5.15
C -1.30 0.70 4.57
H -2.17 -2.35 5.21
H 0.06 -2.41 6.25
H 1.45 -0.29 6.22
H 0.53 1.68 5.14
H -1.69 1.61 4.13
N -5.64 -1.50 1.72
C -4.46 -1.44 2.33
C -3.62 -2.54 2.46
C -3.97 -3.72 1.86
C -5.17 -3.79 1.17
C -5.97 -2.66 1.15
H -4.23 -0.49 2.80
H -2.63 -2.37 2.87
H -3.35 -4.60 1.99
H -5.52 -4.66 0.64
H -6.91 -2.67 0.60
N 0.18 3.90 -6.31
C 0.03 4.56 -7.45
C -1.06 5.38 -7.72
C -1.95 5.62 -6.70
C -1.75 5.01 -5.47
C -0.71 4.10 -5.35
H 0.79 4.41 -8.21
H -1.19 5.92 -8.66
H -2.76 6.33 -6.81
H -2.47 5.12 -4.68
H -0.57 3.49 -4.47
N 4.73 -2.15 -2.40
C 3.41 -2.11 -2.30
C 2.73 -1.22 -1.49
C 3.46 -0.24 -0.86
C 4.84 -0.26 -0.96
C 5.42 -1.25 -1.72
H 2.86 -2.84 -2.89
H 1.65 -1.15 -1.53
H 2.98 0.58 -0.33
H 5.42 0.52 -0.47
H 6.50 -1.32 -1.82
C -6.87 0.83 -3.16
C -5.65 0.83 -2.19
O -4.72 1.71 -2.80
C -5.22 2.19 -3.98
O -4.65 2.94 -4.69
O -6.45 1.68 -4.22
H -7.76 1.25 -2.69
H -7.08 -0.16 -3.55
H -5.24 -0.18 -2.14
H -5.91 1.18 -1.20
C -1.46 -2.68 -3.23
C -1.39 -3.88 -4.21
O -0.32 -4.69 -3.69
C 0.26 -4.10 -2.63
O 1.19 -4.52 -2.04
O -0.31 -2.88 -2.38
H -2.38 -2.65 -2.66
H -1.29 -1.74 -3.75
H -1.10 -3.56 -5.21
H -2.31 -4.46 -4.21
C 1.66 -4.84 1.81
C 1.44 -3.34 1.72
C 1.53 -2.66 3.08
C 2.84 -2.79 3.72
N 3.84 -2.78 4.28
H 1.88 -5.26 0.84
H 0.77 -5.34 2.22
H 2.47 -5.07 2.51
H 0.47 -3.11 1.27
H 2.16 -2.91 1.02
H 0.78 -3.07 3.76
H 1.39 -1.57 3.03
C -0.36 0.72 1.11
C -1.47 -0.04 0.42
C -2.39 0.86 -0.38
C -1.71 1.59 -1.44
N -1.19 2.14 -2.30
H 0.33 1.13 0.37
H 0.25 0.09 1.75
H -0.83 1.54 1.66
H -2.04 -0.61 1.15
H -1.03 -0.80 -0.24
H -2.83 1.61 0.29
H -3.23 0.33 -0.84
C 5.84 -0.19 5.01
C 6.22 0.64 3.78
C 5.39 0.28 2.56
C 3.95 0.43 2.67
N 2.81 0.57 2.76
H 6.23 -1.20 4.92
H 4.76 -0.25 5.09
H 6.22 0.28 5.91
H 7.26 0.47 3.51
H 6.15 1.71 3.97
H 5.61 -0.75 2.24
H 5.64 0.91 1.69
C 0.34 4.15 0.22
C 1.65 3.36 0.12
C 2.87 4.22 -0.17
C 4.11 3.45 -0.08
N 5.09 2.87 0.01
H 0.18 4.67 -0.72
H 0.42 4.87 1.04
H -0.48 3.48 0.46
H 1.59 2.64 -0.69
H 1.82 2.74 1.00
H 2.98 5.01 0.59
H 2.85 4.69 -1.16
*
```

The calculation puts the HOMO energy at -9.09 eV. As for the SMILES: O=C1OCCO1.O=C1OCCO1.c1ccncc1.c1ccncc1.c1ccncc1.c1ccncc1.CCCC#N.CCCC#N.CCCC#N.CCCC#N. Its orbital gap is 0.331 hartree.


A cluster of 2 separate species, C3H10N2O in total at a distorted geometry, computed with the ωB97M-V functional and the def2-TZVPD basis.

The geometry in ORCA input format:
```
! RIJCOSX wB97M-V def2-TZVPD def2/J DEFGRID3
* xyz 0 1
C -0.47 0.35 2.08
O 0.33 1.00 1.14
C -0.77 -1.09 1.64
H -0.01 0.36 3.08
H -1.42 0.89 2.13
H -0.98 -1.78 2.47
H -1.76 -1.23 1.20
H 0.02 -1.49 1.03
N 0.23 0.35 -2.96
C 0.66 0.83 -1.74
N 1.30 0.13 -0.90
H -0.09 -0.57 -3.13
H 0.41 0.89 -3.78
H 0.21 1.78 -1.45
H 0.82 0.40 0.37
H 1.53 -0.82 -1.19
*
```

The calculation puts the HOMO energy at -8.57 eV. As for the SMILES: [H]/N=C\N.CCO. Its orbital gap is 0.343 hartree. For the relative energy (zero: lowest compared OMol25 entry of this formula, charge and spin), the calculation gives 212.37 kJ/mol.


The molecule C5H10N2S at a distorted geometry, computed with the ωB97M-V functional and the def2-TZVPD basis.

The geometry in ORCA input format:
```
! RIJCOSX wB97M-V def2-TZVPD def2/J DEFGRID3
* xyz 0 1
C 1.48 -1.02 -1.04
C 1.03 0.38 -0.92
C 0.50 0.90 0.18
C 0.39 2.36 0.46
C -0.89 -0.63 1.31
H 2.46 -1.04 -1.45
H 0.97 -1.60 -1.77
H 1.54 -1.58 -0.07
H 1.11 1.02 -1.79
H -0.62 2.79 0.44
H 0.95 2.95 -0.25
H 0.84 2.46 1.45
H -1.16 -1.18 2.22
H -1.65 -0.16 -0.54
H -2.41 -3.07 -0.01
N 0.12 0.18 1.33
N -1.63 -0.86 0.20
S -3.02 -1.91 0.27
*
```

The calculation puts the HOMO energy at -8.17 eV. As for the SMILES: C/C=C(C)\N=C/NS. Its orbital gap is 0.326 hartree. For the relative energy (zero: lowest compared OMol25 entry of this formula, charge and spin), the calculation gives 167.16 kJ/mol.